--- w ---
Density functional theory data (ωB97M-V/def2-TZVPD) for 4 unconnected molecules or ions with the total composition C3H15NO3S.

As for the frontier orbital gap: 8.547 eV. Its charge is 0. The HOMO energy comes out at -8.6 eV.

Bonds (Å) are listed after each position.
Positions of all 23 atoms, in Å:
1 C -0.714 0.334 -2.294  C2 1.557, H6 1.082, H7 1.090, H8 1.080
2 C 0.308 0.264 -1.121  C1 1.557, C3 1.487, N5 1.494, H9 1.103
3 C -0.313 0.840 0.101  C2 1.487, S4 1.897, H10 1.058, H11 1.093
4 S 0.791 1.496 1.496  C3 1.897, H12 1.355
5 N 0.862 -1.098 -0.860  C2 1.494, H13 1.018, H14 1.013
6 H -1.511 1.066 -2.299  C1 1.082
7 H -0.171 0.557 -3.213  C1 1.090
8 H -1.160 -0.631 -2.479  C1 1.080
9 H 1.191 0.870 -1.384  C2 1.103
10 H -0.879 0.170 0.693  C3 1.058
11 H -1.028 1.600 -0.225  C3 1.093
12 H 1.867 0.802 1.050  S4 1.355
13 H 1.119 -1.538 -1.741  N5 1.018
14 H 0.049 -1.639 -0.589  N5 1.013
15 H -1.911 -2.024 0.182  O17 0.966
16 H -2.470 -0.641 -0.146  O17 0.978
17 O -1.896 -1.346 -0.506  H15 0.966, H16 0.978
18 H 2.785 -1.435 0.404  O20 0.974
19 H 3.518 -2.216 -0.532  O20 0.963
20 O 3.635 -1.910 0.373  H18 0.974, H19 0.963
21 H -3.226 0.245 2.039  O23 0.963
22 H -3.580 0.854 0.667  O23 0.957
23 O -2.849 0.641 1.248  H21 0.963, H22 0.957

Results of the Löwdin charge analysis, in e, for atoms 1 through 6: atom 1 (C): -0.0719, atom 2 (C): -0.4762, atom 3 (C): -0.5331, atom 4 (S): 0.6724, atom 5 (N): 0.0354, atom 6 (H): 0.0703


--- x ---
Density functional theory data (ωB97M-V/def2-TZVPD) for 4 unconnected molecules or ions with the total composition C3H15NO3S.

As for the frontier orbital gap: 9.221 eV. Its charge is 0. The HOMO energy comes out at -9.0 eV.

Bonds (Å) are listed after each position.
Positions of all 23 atoms, in Å:
1 C 0.833 2.151 0.889  N2 1.539, H6 1.030, H7 1.118, H8 1.138
2 N 0.817 2.571 -0.591  C1 1.539, C3 1.514, H9 1.010
3 C -0.257 1.856 -1.384  N2 1.514, C4 1.538, H10 1.156, H11 1.183
4 C 0.275 0.413 -1.434  C3 1.538, S5 1.786, H12 1.194, H13 1.213
5 S 0.316 -0.156 -3.126  C4 1.786, H14 1.380
6 H 0.677 1.137 0.994  C1 1.030
7 H 0.003 2.668 1.431  C1 1.118
8 H 1.731 2.647 1.381  C1 1.138
9 H 0.739 3.577 -0.635  N2 1.010
10 H -1.313 1.800 -0.916  C3 1.156
11 H -0.306 2.310 -2.474  C3 1.183
12 H 1.312 0.108 -0.926  C4 1.194
13 H -0.381 -0.323 -0.728  C4 1.213
14 H -0.571 -1.206 -2.997  S5 1.380
15 H 1.610 -1.958 -0.330  O17 1.019
16 H 1.271 -3.179 0.156  O17 0.941
17 O 0.831 -2.348 0.198  H15 1.019, H16 0.941
18 H -1.284 -2.789 0.798  O20 0.870
19 H -2.143 -3.737 0.047  O20 0.984
20 O -1.557 -3.615 0.828  H18 0.870, H19 0.984
21 H -1.094 0.134 2.864  O23 0.958
22 H -0.694 -1.385 2.661  O23 0.959
23 O -0.815 -0.675 3.294  H21 0.958, H22 0.959

Results of the Löwdin charge analysis, in e, for atoms 1 through 6: atom 1 (C): -0.1032, atom 2 (N): -0.1402, atom 3 (C): -0.3180, atom 4 (C): -0.6704, atom 5 (S): 0.6797, atom 6 (H): 0.0135


Most stable one: w, least stable one: x.


--- w ---
Density functional theory data (ωB97M-V/def2-TZVPD) for 2 unconnected molecules or ions with the total composition C10H14O.

As for the frontier orbital gap: 9.097 eV. Its charge is 0. The HOMO energy comes out at -8.2 eV.

Bonds (Å) are listed after each position.
Positions of all 25 atoms, in Å:
1 C -0.329 -0.817 -0.251  C2 1.544, H11 1.097, H12 1.098, H13 1.095
2 C -1.022 -1.328 1.031  C1 1.544, C3 1.469, H14 1.113, H15 1.121
3 C -2.475 -1.120 1.097  C2 1.469, C4 1.336, H16 1.086
4 C -3.214 -0.241 0.416  C3 1.336, H17 1.114, O25 1.347
5 C -3.803 1.360 -1.115  H18 1.098, H19 1.101, H20 1.102, O25 1.416
6 C 2.942 2.718 0.632  C7 1.469, H21 1.093, H22 1.096, H23 1.099
7 C 3.117 1.311 0.247  C6 1.469, C8 1.202
8 C 3.315 0.185 -0.124  C7 1.202, C9 1.398
9 C 3.393 -1.149 -0.535  C8 1.398, C10 1.207
10 C 3.302 -2.300 -0.888  C9 1.207, H24 1.064
11 H 0.703 -1.186 -0.296  C1 1.097
12 H -0.832 -1.134 -1.175  C1 1.098
13 H -0.298 0.277 -0.240  C1 1.095
14 H -0.803 -2.406 1.195  C2 1.113
15 H -0.545 -0.854 1.927  C2 1.121
16 H -3.034 -1.692 1.832  C3 1.086
17 H -4.310 -0.188 0.614  C4 1.114
18 H -4.621 0.695 -1.421  C5 1.098
19 H -4.196 2.128 -0.429  C5 1.101
20 H -3.330 1.822 -1.997  C5 1.102
21 H 3.880 3.268 0.522  C6 1.093
22 H 2.174 3.182 0.002  C6 1.096
23 H 2.655 2.788 1.691  C6 1.099
24 H 3.257 -3.333 -1.137  C10 1.064
25 O -2.757 0.615 -0.518  C4 1.347, C5 1.416

Results of the Löwdin charge analysis, in e, for atoms 1 through 6: atom 1 (C): -0.0966, atom 2 (C): -0.2570, atom 3 (C): -0.1250, atom 4 (C): -0.1961, atom 5 (C): -0.0902, atom 6 (C): -0.0918


--- x ---
Density functional theory data (ωB97M-V/def2-TZVPD) for 2 unconnected molecules or ions with the total composition C10H14O.

As for the frontier orbital gap: 8.606 eV. Its charge is 0. The HOMO energy comes out at -7.8 eV.

Bonds (Å) are listed after each position.
Positions of all 25 atoms, in Å:
1 C -1.051 0.234 1.450  C2 1.298, C5 1.558, H22 1.037
2 C -1.184 1.460 1.043  C1 1.298, C6 1.346
3 C 0.858 -1.055 -0.104  C4 1.280, C5 1.628, C10 1.508
4 C 0.363 -0.398 -1.085  C3 1.280, C7 1.259
5 C -0.015 -0.914 1.263  C1 1.558, C3 1.628, H12 1.080, H13 1.150
6 C -1.591 2.677 0.636  C2 1.346, O11 1.441, H14 1.097
7 C -0.020 0.511 -1.867  C4 1.259, H15 1.142, H16 1.120
8 C 3.348 -1.557 0.418  C10 1.608, H18 0.989, H19 1.049, H20 1.059
9 C -2.802 1.524 -1.011  O11 1.415, H21 1.086, H23 1.101
10 C 1.912 -2.131 -0.021  C3 1.508, C8 1.608, H24 1.111, H25 1.065
11 O -2.392 2.800 -0.556  C6 1.441, C9 1.415
12 H 0.820 -0.740 1.927  C5 1.080
13 H -0.575 -1.851 1.624  C5 1.150
14 H -1.333 3.697 0.946  C6 1.097
15 H -1.024 0.330 -2.380  C7 1.142
16 H 0.450 1.525 -1.931  C7 1.120
17 H -1.523 0.760 -1.443  no bonds
18 H 4.021 -2.243 0.182  C8 0.989
19 H 3.253 -1.333 1.438  C8 1.049
20 H 3.326 -0.651 -0.131  C8 1.059
21 H -3.471 1.030 -0.312  C9 1.086
22 H -1.654 0.101 2.282  C1 1.037
23 H -3.293 1.767 -1.967  C9 1.101
24 H 1.627 -3.003 0.605  C10 1.111
25 H 1.950 -2.540 -1.004  C10 1.065

Results of the Löwdin charge analysis, in e, for atoms 1 through 6: atom 1 (C): -0.0957, atom 2 (C): -0.0408, atom 3 (C): -0.2138, atom 4 (C): -0.0948, atom 5 (C): -0.0867, atom 6 (C): -0.1019


Most stable one: w, least stable one: x.